Below is a 3-piece molecular cluster, C24H54NO11P2 overall in a non-equilibrium geometry, with properties calculated with ωB97M-V with the def2-TZVPD basis set.

Element x y z (Å)
P1 2.586 -0.256 -5.280
P2 -1.264 4.177 2.230
O1 2.662 -3.576 3.711
O2 3.739 -1.343 -4.883
O3 2.981 -2.394 1.855
O4 -3.230 -0.900 3.310
O5 3.046 0.366 -6.545
O6 1.410 -1.260 -5.785
O7 -1.767 2.933 1.584
O8 1.872 -0.224 -3.790
O9 -1.258 3.765 3.808
O10 -1.381 5.756 2.660
O11 0.344 4.186 1.950
N1 -4.351 -3.129 2.825
C1 -2.280 -4.396 2.395
C2 -3.007 -3.075 2.146
C3 -0.922 1.423 4.251
C4 -4.356 -0.711 2.471
C5 2.538 -2.510 3.144
C6 -3.455 6.076 1.359
C7 -1.300 -4.772 1.252
C8 5.278 -0.149 -3.415
C9 0.823 4.128 0.613
C10 1.629 2.239 -3.818
C11 5.085 -0.907 -4.716
C12 -2.179 6.682 1.902
C13 1.618 -2.130 -8.044
C14 0.963 -4.062 0.251
C15 -2.318 -1.845 2.750
C16 -1.906 2.575 4.235
C17 -5.166 -2.012 2.256
C18 1.957 -1.327 3.902
C19 -0.218 -3.696 1.155
C20 0.639 5.449 -0.112
C21 0.889 -1.183 -7.113
C22 2.041 -1.822 0.938
C23 1.830 0.975 -3.006
C24 1.740 -2.809 -0.184
H1 -1.776 -1.311 1.961
H2 2.541 -0.973 0.461
H3 0.173 -3.470 2.154
H4 4.770 0.820 -3.452
H5 1.400 -3.165 -7.777
H6 -0.836 -5.708 1.561
H7 0.730 2.167 -4.433
H8 1.460 -1.735 4.776
H9 -5.281 -2.232 1.197
H10 -1.433 0.476 4.434
H11 -1.577 7.104 1.093
H12 -6.142 -2.010 2.733
H13 1.310 -1.968 -9.078
H14 0.920 -0.159 -7.484
H15 -2.769 2.351 3.607
H16 -0.423 5.644 -0.295
H17 -2.975 -5.237 2.499
H18 -0.175 1.567 5.033
H19 -0.164 -1.466 -7.055
H20 2.698 -2.006 -7.977
H21 0.534 -4.485 -0.664
H22 1.232 -0.761 3.316
H23 2.711 -3.061 -0.612
H24 2.475 2.421 -4.490
H25 -3.161 -2.945 1.075
H26 1.537 3.102 -3.159
H27 5.396 -0.298 -5.568
H28 -3.239 5.283 0.633
H29 -4.765 -4.045 2.655
H30 1.148 5.439 -1.077
H31 -1.571 -2.091 3.503
H32 5.703 -1.805 -4.712
H33 -4.052 6.834 0.853
H34 6.336 0.035 -3.227
H35 -1.669 -4.344 3.299
H36 -2.287 2.752 5.242
H37 0.997 0.861 -2.308
H38 1.149 -1.412 1.409
H39 2.740 1.044 -2.402
H40 1.886 3.890 0.667
H41 -5.007 0.004 2.969
H42 4.865 -0.712 -2.576
H43 -2.423 7.505 2.574
H44 1.191 -2.293 -0.977
H45 1.031 6.275 0.482
H46 -4.247 -3.032 3.837
H47 -4.049 5.638 2.163
H48 2.755 -0.649 4.201
H49 -1.843 -4.895 0.314
H50 1.594 -4.843 0.673
H51 -0.649 -2.762 0.778
H52 0.330 3.316 0.070
H53 -4.034 -0.245 1.535
H54 -0.378 1.349 3.308

Force components x, y, z for each atom (eV/Å):
P -0.777 -6.281 -1.511
P 4.135 -1.900 4.497
O 0.033 0.945 -0.611
O -0.359 0.802 0.191
O -0.926 0.197 0.717
O -0.600 -1.069 0.253
O -0.038 2.580 1.786
O -0.046 0.481 0.440
O -1.601 2.045 -1.636
O 0.818 2.565 -0.913
O -0.445 0.463 -0.342
O -1.739 -0.924 -2.208
O -0.759 0.240 -0.250
N -0.131 0.017 -0.736
C 0.644 -0.424 -0.673
C 0.600 -0.683 1.021
C 0.242 -0.206 0.111
C -0.066 0.639 0.138
C 0.226 -1.452 0.891
C 0.080 -0.289 -0.034
C 0.082 0.707 1.050
C -0.165 0.096 -0.014
C 0.244 0.051 -0.395
C 0.124 -0.101 -0.224
C 0.395 0.035 0.054
C -0.163 0.601 -0.170
C 0.066 -0.193 0.042
C -0.546 0.282 -0.763
C 0.559 1.264 -0.752
C 0.131 -0.359 0.117
C 0.087 -0.027 0.096
C -0.120 -0.134 -0.653
C 0.392 -0.153 -0.240
C -0.206 0.010 0.048
C 0.047 -0.158 -0.362
C 0.607 0.719 -1.266
C -0.034 0.262 0.484
C 0.244 -0.239 0.534
H 0.071 -0.219 -0.088
H -0.019 0.082 0.163
H -0.153 -0.085 0.082
H 0.066 0.012 -0.005
H -0.037 0.010 -0.015
H -0.055 -0.151 -0.324
H -0.026 0.013 0.055
H 0.097 0.072 0.119
H -0.128 -0.042 0.014
H -0.032 0.035 0.057
H 0.045 -0.077 0.019
H 0.027 0.103 0.063
H -0.017 0.003 0.013
H 0.168 0.014 0.042
H 0.086 -0.005 -0.114
H 0.029 -0.004 -0.065
H -0.199 0.193 0.106
H -0.037 0.033 0.022
H 0.030 -0.023 0.182
H -0.015 0.194 -0.027
H 0.132 -0.147 0.017
H 0.105 0.106 0.021
H -0.092 -0.229 -0.088
H -0.035 0.009 0.065
H -0.407 0.012 0.042
H -0.012 -0.014 0.018
H -0.088 -0.014 -0.025
H -0.030 0.084 0.018
H -0.182 0.071 -0.042
H -0.021 -0.019 -0.002
H -0.287 -0.143 0.244
H -0.133 -0.071 -0.037
H 0.013 0.022 0.019
H -0.005 0.013 -0.029
H -0.272 0.033 0.192
H 0.115 0.166 -0.001
H -0.012 -0.183 -0.072
H -0.011 -0.272 0.244
H 0.022 -0.006 -0.055
H -0.030 -0.027 0.195
H 0.149 0.093 0.077
H 0.045 -0.051 -0.011
H 0.138 -0.111 0.139
H -0.076 0.117 0.114
H 0.068 -0.039 0.007
H 0.126 0.163 -0.002
H -0.021 0.066 0.008
H 0.035 -0.012 -0.011
H 0.119 -0.128 -0.077
H 0.060 0.174 0.278
H -0.056 -0.041 -0.062
H -0.043 0.000 0.062
H -0.083 -0.250 -0.153
H -0.164 0.056 -0.108

Results
Kohn-Sham gap = 8.6 eV
Molecular weight = 594.6 u
E_tot = -68349.7725 eV
Charge = +1